#i
Formula: C3H6O
Source: the OMol25 dataset
Level of theory: ωB97M-V/def2-TZVPD

Calculated values
Highest occupied orbital energy, Eh: -0.3241
Gap between HOMO and LUMO, hartree: 0.3634
Net charge: 0
SMILES: C=COC

Element x y z (Å)
1 C -1.92 -0.03 0.00
2 C -0.63 0.28 0.08
3 O 0.47 -0.51 0.04
4 C 1.77 0.16 -0.03
5 H -2.78 0.71 -0.10
6 H -2.33 -1.06 -0.26
7 H -0.31 1.36 0.00
8 H 2.35 -0.55 -0.78
9 H 1.70 1.22 -0.52
10 H 2.33 0.05 0.99

Here are the natural (NBO) charges for atoms 1 to 8, given in e:
1 C -0.531
2 C 0.148
3 O -0.525
4 C -0.275
5 H 0.221
6 H 0.209
7 H 0.153
8 H 0.202



#ii
Formula: C3H6O
Source: the OMol25 dataset
Level of theory: ωB97M-V/def2-TZVPD

Calculated values
Highest occupied orbital energy, Eh: -0.3452
Gap between HOMO and LUMO, hartree: 0.3871
Net charge: 0
SMILES: CCC=O

Element x y z (Å)
1 C -1.01 0.36 0.14
2 C -0.03 -0.74 -0.10
3 C 1.50 0.16 -0.11
4 O 1.17 1.31 0.07
5 H -1.02 0.85 1.12
6 H -1.75 -0.49 0.09
7 H -1.18 1.09 -0.67
8 H -0.11 -1.46 0.74
9 H -0.27 -1.22 -1.06
10 H 2.64 0.10 -0.22

Here are the natural (NBO) charges for atoms 1 to 8, given in e:
1 C -0.612
2 C -0.454
3 C 0.361
4 O -0.538
5 H 0.223
6 H 0.207
7 H 0.223
8 H 0.215



#iii
Formula: C3H6O
Source: the OMol25 dataset
Level of theory: ωB97M-V/def2-TZVPD

Calculated values
Highest occupied orbital energy, Eh: -0.3806
Gap between HOMO and LUMO, hartree: 0.4237
Net charge: 0
SMILES: C[C@H]1CO1

Element x y z (Å)
1 C -0.48 0.25 1.45
2 C 0.33 -0.24 0.30
3 C -0.25 -0.60 -1.06
4 O 0.53 0.61 -0.84
5 H -1.21 1.02 0.99
6 H 0.34 0.75 2.12
7 H -1.05 -0.48 2.03
8 H 1.15 -0.90 0.48
9 H -1.31 -0.46 -1.22
10 H 0.17 -1.29 -1.76

Here are the natural (NBO) charges for atoms 1 to 8, given in e:
1 C -0.647
2 C 0.060
3 C -0.126
4 O -0.495
5 H 0.228
6 H 0.221
7 H 0.228
8 H 0.177



#iv
Formula: C3H6O
Source: the OMol25 dataset
Level of theory: ωB97M-V/def2-TZVPD

Calculated values
Highest occupied orbital energy, Eh: -0.3737
Gap between HOMO and LUMO, hartree: 0.4189
Net charge: 0
SMILES: C[C@H]1CO1

Element x y z (Å)
1 C -0.25 -0.69 0.78
2 C -0.54 0.43 -0.20
3 C 0.39 0.60 -1.33
4 O -0.85 -0.04 -1.46
5 H 0.51 -1.34 0.32
6 H -1.20 -1.10 0.90
7 H 0.07 -0.33 1.77
8 H -1.11 1.28 0.05
9 H 0.36 1.53 -1.81
10 H 1.32 -0.22 -1.57

Here are the natural (NBO) charges for atoms 1 to 8, given in e:
1 C -0.627
2 C 0.057
3 C -0.112
4 O -0.505
5 H 0.219
6 H 0.216
7 H 0.212
8 H 0.181



Which of them is most stable, and which least? Most stable: #iii; least stable: #ii.



#i
Formula: C3H6O
Source: the OMol25 dataset
Level of theory: ωB97M-V/def2-TZVPD

Calculated values
Highest occupied orbital energy, Eh: -0.3550
Gap between HOMO and LUMO, hartree: 0.3951
Net charge: 0
SMILES: OC1CC1

Element x y z (Å)
1 O 1.64 -0.14 -0.30
2 C 0.49 -0.11 0.43
3 C -0.61 0.77 -0.16
4 C -0.66 -0.80 -0.20
5 H 2.10 0.65 0.00
6 H 0.74 -0.37 1.55
7 H -0.29 1.08 -1.14
8 H -1.34 1.33 0.54
9 H -1.47 -1.19 0.40
10 H -0.60 -1.22 -1.15

Here are the natural (NBO) charges for atoms 1 to 8, given in e:
1 O -0.698
2 C 0.070
3 C -0.469
4 C -0.434
5 H 0.467
6 H 0.178
7 H 0.227
8 H 0.226



#ii
Formula: C3H6O
Source: the OMol25 dataset
Level of theory: ωB97M-V/def2-TZVPD

Calculated values
Highest occupied orbital energy, Eh: -0.3554
Gap between HOMO and LUMO, hartree: 0.3987
Net charge: 0
SMILES: C1COC1

Element x y z (Å)
1 C -0.95 0.14 -0.45
2 C -0.05 -1.05 -0.06
3 O 1.01 -0.12 0.33
4 C 0.13 1.00 0.21
5 H -1.08 0.29 -1.55
6 H -2.02 0.32 -0.01
7 H -0.34 -1.66 0.81
8 H 0.23 -1.73 -0.85
9 H 0.52 1.83 -0.44
10 H -0.17 1.39 1.19

Here are the natural (NBO) charges for atoms 1 to 8, given in e:
1 C -0.456
2 C -0.063
3 O -0.534
4 C -0.057
5 H 0.211
6 H 0.207
7 H 0.174
8 H 0.179



#iii
Formula: C3H6O
Source: the OMol25 dataset
Level of theory: ωB97M-V/def2-TZVPD

Calculated values
Highest occupied orbital energy (alpha / beta), Eh: -0.3721 / -0.2718
Gap between HOMO and LUMO (alpha / beta), hartree: 0.4039 / 0.2549
Net charge: 0

Element x y z (Å)
1 C -1.35 -0.63 0.40
2 C -0.17 0.00 0.00
3 C 1.15 0.59 0.22
4 O -1.39 0.66 -0.16
5 H -1.63 -1.35 -0.32
6 H -1.49 -0.61 1.48
7 H 0.56 -0.98 -2.37
8 H 1.43 0.95 -0.83
9 H 1.90 -0.09 0.63
10 H 1.01 1.46 0.95

Here are the natural (NBO) charges for atoms 1 to 8, given in e:
1 C -0.162
2 C 0.319
3 C -0.697
4 O -0.477
5 H 0.209
6 H 0.188
7 H -0.097
8 H 0.256



Which of them is most stable, and which least? Most stable: #ii; least stable: #iii.



#i
Formula: C4H10NO5PS
Source: the OMol25 dataset
Level of theory: ωB97M-V/def2-TZVPD

Calculated values
Highest occupied orbital energy, Eh: 0.0054
Gap between HOMO and LUMO, hartree: 0.2077
Net charge: -2
SMILES: CC[C@@H](CO)NP(=O)=S(=O)([O-])[O-]

Element x y z (Å)
1 C -2.48 0.62 -0.85
2 C -1.68 -0.67 -0.63
3 C -0.33 -0.40 0.06
4 C -0.62 -0.03 1.51
5 O -0.08 1.18 1.99
6 N 0.66 -1.49 -0.18
7 P 2.28 -1.15 0.70
8 O 3.12 -2.19 0.02
9 S 2.62 0.72 -0.41
10 O 1.93 1.76 0.39
11 O 2.09 0.75 -1.75
12 O 4.10 0.88 -0.42
13 H -2.03 1.29 -1.50
14 H -3.47 0.42 -1.27
15 H -2.39 1.06 0.11
16 H -2.24 -1.49 -0.14
17 H -1.59 -0.99 -1.67
18 H 0.12 0.59 -0.31
19 H -1.72 0.01 1.64
20 H -0.40 -0.84 2.18
21 H 0.85 1.29 1.54
22 H 1.25 -1.31 -1.01

Here are the natural (NBO) charges for atoms 1 to 8, given in e:
1 C -0.618
2 C -0.380
3 C -0.150
4 C -0.064
5 O -0.800
6 N -0.954
7 P 1.002
8 O -1.202



#ii
Formula: C4H10NO5PS
Source: the OMol25 dataset
Level of theory: ωB97M-V/def2-TZVPD

Calculated values
Highest occupied orbital energy, Eh: -0.0412
Gap between HOMO and LUMO, hartree: 0.2663
Net charge: -2
SMILES: CC[C@@H](C)N[P@](=O)([O-])S(=O)(=O)[O-]

Element x y z (Å)
1 C 0.83 1.66 -0.57
2 C 0.45 0.19 -0.66
3 C -0.36 -0.36 0.58
4 C -0.84 -1.79 0.18
5 N 0.50 -0.55 1.70
6 P -0.37 -0.48 3.20
7 O 0.56 -0.68 4.31
8 O -1.69 -1.42 3.14
9 S -0.48 1.76 2.92
10 O -1.62 2.02 1.99
11 O 0.91 2.10 2.42
12 O -0.68 2.50 4.18
13 H 1.58 1.90 -1.40
14 H 0.01 2.27 -0.86
15 H 0.96 1.99 0.44
16 H -0.16 -0.12 -1.50
17 H 1.34 -0.34 -0.49
18 H -1.22 0.29 0.55
19 H -0.04 -2.34 -0.12
20 H -1.30 -2.36 1.10
21 H -1.67 -1.79 -0.59
22 H 1.04 0.32 2.00

Here are the natural (NBO) charges for atoms 1 to 8, given in e:
1 C -0.644
2 C -0.409
3 C -0.069
4 C -0.619
5 N -1.021
6 P 2.010
7 O -1.166
8 O -1.161



Which of them is most stable, and which least? Most stable: #ii; least stable: #i.



#i
Formula: C6H8N2O2
Source: the OMol25 dataset
Level of theory: ωB97M-V/def2-TZVPD

Calculated values
Highest occupied orbital energy, Eh: -0.3574
Gap between HOMO and LUMO, hartree: 0.3783
Net charge: 0
SMILES: O=c1cc[nH]c(=O)[nH]1.C=C

Element x y z (Å)
1 O -3.69 -0.29 0.42
2 C -2.51 -0.29 0.20
3 C -1.58 -1.45 0.10
4 C -0.36 -1.31 -0.39
5 N 0.15 -0.06 -0.69
6 C -0.39 1.04 -0.19
7 O 0.31 2.00 0.19
8 N -1.71 0.90 -0.11
9 H -1.84 -2.59 0.46
10 H 0.22 -2.25 -0.63
11 H 1.26 0.09 -0.64
12 H -2.30 1.68 0.04
13 C 4.52 -0.49 0.76
14 C 4.19 -0.12 -0.41
15 H 5.32 -1.19 1.14
16 H 4.18 0.26 1.58
17 H 4.52 -0.51 -1.29
18 H 3.40 0.68 -0.42

Here are the natural (NBO) charges for atoms 1 to 8, given in e:
1 O -0.550
2 C 0.663
3 C -0.385
4 C 0.039
5 N -0.604
6 C 0.767
7 O -0.624
8 N -0.654



#ii
Formula: C6H8N2O2
Source: the OMol25 dataset
Level of theory: ωB97M-V/def2-TZVPD

Calculated values
Highest occupied orbital energy, Eh: -0.3202
Gap between HOMO and LUMO, hartree: 0.3423
Net charge: 0
SMILES: N#C[C@H](O)c1ccc[nH]1.O

Element x y z (Å)
1 N 1.54 -0.97 -0.43
2 C 2.53 -1.59 -0.54
3 C 3.47 -2.74 -0.73
4 O 2.74 -3.94 -0.85
5 C 4.46 -2.78 0.39
6 C 4.57 -2.12 1.60
7 C 5.37 -2.93 2.45
8 C 5.90 -3.94 1.66
9 N 5.47 -3.72 0.39
10 H 3.97 -2.57 -1.70
11 H 2.46 -4.21 0.05
12 H 4.20 -1.12 1.81
13 H 5.60 -2.76 3.50
14 H 6.69 -4.65 1.87
15 H 5.88 -4.13 -0.44
16 O 1.67 -3.48 1.65
17 H 2.50 -3.62 2.12
18 H 0.72 -3.10 1.45

Here are the natural (NBO) charges for atoms 1 to 8, given in e:
1 N -0.323
2 C 0.272
3 C -0.020
4 O -0.693
5 C 0.077
6 C -0.287
7 C -0.321
8 C -0.063



#iii
Formula: C6H8N2O2
Source: the OMol25 dataset
Level of theory: ωB97M-V/def2-TZVPD

Calculated values
Highest occupied orbital energy, Eh: -0.3449
Gap between HOMO and LUMO, hartree: 0.3662
Net charge: 0
SMILES: CO/C=C/C#N.CN=C=O

Element x y z (Å)
1 C -0.27 2.71 -0.11
2 O -1.33 2.00 0.62
3 C -1.67 0.75 0.35
4 C -1.09 -0.09 -0.56
5 C -1.61 -1.40 -0.76
6 N -1.97 -2.45 -0.93
7 H -0.51 3.70 0.11
8 H -0.57 2.55 -1.23
9 H 0.79 2.52 0.07
10 H -2.52 0.31 0.73
11 H -0.22 0.14 -1.30
12 C 2.05 -1.78 -0.29
13 N 1.55 -1.04 0.79
14 C 0.75 -1.12 1.71
15 O 0.02 -0.96 2.61
16 H 3.09 -1.56 -0.40
17 H 2.07 -2.87 -0.25
18 H 1.45 -1.43 -1.15

Here are the natural (NBO) charges for atoms 1 to 8, given in e:
1 C -0.259
2 O -0.474
3 C 0.254
4 C -0.485
5 C 0.250
6 N -0.332
7 H 0.204
8 H 0.186



#iv
Formula: C6H8N2O2
Source: the OMol25 dataset
Level of theory: ωB97M-V/def2-TZVPD

Calculated values
Highest occupied orbital energy, Eh: -0.3272
Gap between HOMO and LUMO, hartree: 0.3440
Net charge: 0
SMILES: C[C@H](C#[N+][O-])CCC#[N+][O-]

Element x y z (Å)
1 C -1.43 -1.40 0.98
2 C -0.80 -0.61 -0.18
3 C 0.61 -0.98 -0.21
4 N 1.34 -1.88 -0.29
5 O 2.27 -2.63 -0.15
6 C -0.86 0.88 -0.05
7 C 0.16 1.61 -0.97
8 C 1.39 1.48 -0.23
9 N 2.39 1.22 0.26
10 O 3.45 1.19 0.74
11 H -2.39 -0.93 1.16
12 H -0.91 -1.35 1.89
13 H -1.68 -2.43 0.80
14 H -1.25 -0.91 -1.21
15 H -0.64 1.46 0.89
16 H -1.76 1.19 -0.35
17 H -0.13 2.69 -1.01
18 H 0.25 1.40 -2.06

Here are the natural (NBO) charges for atoms 1 to 8, given in e:
1 C -0.591
2 C -0.284
3 C 0.152
4 N 0.200
5 O -0.407
6 C -0.378
7 C -0.480
8 C 0.149



Which of them is most stable, and which least? Most stable: #i; least stable: #iv.